Here is a molecular structure, C19H24Br2IrN2O3 from OMol25. Energies are from wB97M-V/def2-TZVPD.

```
51
Properties=species:S:1:pos:R:3:forces:R:3:lowdin_spin:R:1
Ir -0.5893 -3.3606 -1.5603 0.782 0.404 -0.025 2.67
C -0.7327 0.9079 4.6542 0.029 0.024 -0.198 0.00
C -0.7532 1.7911 3.4008 -0.131 0.219 0.332 0.03
C 0.4841 2.7087 3.4199 0.030 -0.077 -0.088 0.01
C -2.0357 2.6596 3.4338 0.080 -0.102 -0.090 0.02
C -0.7713 0.9985 2.1262 0.025 0.047 -0.168 0.21
C -0.9195 -0.4139 2.1292 -0.066 -0.434 0.070 0.09
C -0.8876 -1.0815 0.9548 0.026 -0.152 -0.236 0.10
Br -1.0461 -3.0072 0.9754 0.016 0.121 -0.072 0.18
C -0.6931 -0.4631 -0.3324 -0.021 0.263 0.539 0.17
O -0.5262 -1.1507 -1.3831 -0.208 -0.406 -0.475 0.37
C -0.6614 1.0038 -0.3375 -0.035 -0.225 -0.313 0.14
C -0.6762 1.6389 0.8822 -0.011 0.026 0.004 -0.01
C -0.6468 1.8742 -1.5970 0.100 0.313 -0.068 0.01
C -1.9035 2.7692 -1.5385 0.024 -0.060 0.061 0.01
C 0.6108 2.7707 -1.5391 -0.098 -0.091 0.081 0.01
C -0.6491 1.1720 -2.9572 -0.044 -0.231 0.124 0.00
H -0.6672 1.5451 5.5336 -0.008 0.006 0.018 0.00
H 0.1370 0.2468 4.6638 -0.032 -0.026 0.046 0.00
H -1.6467 0.3186 4.7502 0.030 -0.033 0.027 0.00
H 0.4908 3.2686 4.3538 0.002 0.012 0.008 0.00
H 0.4851 3.4301 2.6026 -0.010 -0.011 0.018 0.00
H 1.4034 2.1227 3.3657 0.011 0.034 0.023 0.00
H -2.0495 3.2185 4.3687 -0.014 0.022 0.000 0.00
H -2.9297 2.0358 3.3912 -0.019 0.036 0.020 0.00
H -2.0668 3.3719 2.6088 -0.005 0.001 0.015 0.00
H -1.0494 -0.9515 3.0589 0.036 0.062 0.009 0.00
H -0.6274 2.7189 0.8792 0.011 -0.056 0.049 0.00
H -1.9212 3.3866 -0.6406 -0.049 0.038 -0.058 0.00
H -2.8147 2.1689 -1.5607 -0.007 0.017 -0.019 0.00
H -1.9077 3.4298 -2.4046 -0.009 0.014 0.010 0.00
H 0.5938 3.4329 -0.6739 0.068 0.030 -0.041 0.00
H 0.6459 3.3880 -2.4359 0.010 0.019 0.013 0.00
H 1.5206 2.1695 -1.4983 0.015 0.020 -0.025 0.00
H -1.5233 0.5358 -3.0925 0.015 -0.073 0.015 0.00
H 0.2540 0.5874 -3.1199 0.016 -0.086 -0.002 0.00
H -0.6880 1.9326 -3.7367 0.015 0.051 0.072 0.00
Br 4.7983 -2.3418 0.0834 -0.127 -0.133 -0.217 0.00
C 3.7118 -3.1257 -1.2371 0.026 0.113 0.182 0.00
C 4.2463 -3.7816 -2.3402 -0.053 0.016 0.043 0.02
C 3.3783 -4.3230 -3.2769 -0.032 0.022 0.019 0.00
C 2.0153 -4.2134 -3.0869 0.037 -0.157 -0.212 0.03
N 1.5113 -3.5860 -2.0130 -0.765 0.116 0.314 0.13
C 2.3386 -3.0440 -1.1043 0.329 0.092 0.106 0.03
H 5.3181 -3.8674 -2.4600 0.003 0.017 -0.014 0.00
H 3.7568 -4.8300 -4.1528 -0.024 -0.022 -0.002 0.00
H 1.3168 -4.6350 -3.7970 -0.042 0.019 0.026 0.01
H 1.9058 -2.5317 -0.2554 -0.070 -0.036 -0.031 0.00
O -2.1979 -5.0993 -1.8668 0.278 0.267 0.252 0.22
N -2.8418 -4.4559 -2.6622 -0.423 -0.221 -0.251 0.25
O -2.4998 -3.3396 -2.9762 0.288 0.194 0.111 0.27
```
Positions in Å, forces in eV/Å.

Calculated values
charge = +2
gap between HOMO and LUMO (spin up / spin down) = 8.6 / 5.4 eV
expectation value of S² = 8.78
spin multiplicity = 6

---

Here is a molecular structure, C7H17N3 from OMol25. Energies are from wB97M-V/def2-TZVPD.

```
27
Properties=species:S:1:pos:R:3:forces:R:3:nbo_charge:R:1
C 1.7798 -1.5414 0.0872 -0.584 -0.680 -1.473 0.36
C -0.0240 0.4949 0.1751 5.545 -0.227 3.242 0.83
C -0.9180 -1.1267 -1.2541 -1.658 0.221 -0.623 -0.59
C -2.2369 0.0803 0.6380 1.603 0.320 -0.270 -0.55
C -1.7177 1.3227 -1.5015 2.363 0.962 1.288 -0.58
C 1.8126 1.8920 1.1901 -1.440 3.856 1.181 -0.45
C -1.1548 0.2239 -0.5548 -2.099 -1.436 -0.335 -0.26
N 2.5750 -2.4968 0.4920 -1.575 0.772 0.601 -0.69
N 0.9559 -1.0094 0.9384 -2.352 3.700 -2.245 -0.61
N 0.6419 1.5805 0.4419 -3.712 -2.308 -2.276 -0.50
H 1.6556 -1.3583 -1.0501 0.923 0.321 2.163 0.26
H -1.8262 -1.4364 -1.7752 -0.006 0.335 -0.162 0.27
H -0.1376 -1.0528 -1.9774 0.518 0.029 -0.650 0.22
H -0.7402 -1.9229 -0.5783 0.299 -0.579 0.758 0.23
H -2.6806 1.0466 0.7732 0.083 0.479 0.810 0.25
H -2.9444 -0.4855 0.1689 -2.202 -1.646 -1.189 0.25
H -1.9496 -0.5053 1.5155 0.256 0.583 0.022 0.24
H -1.8077 2.2703 -0.9482 -0.123 -0.158 -0.268 0.22
H -2.6570 0.9999 -1.7506 -2.533 -0.711 -0.484 0.26
H -1.2160 1.5040 -2.4424 0.658 -0.204 -0.010 0.26
H 1.9446 2.9422 0.8408 1.401 -0.945 0.134 0.27
H 2.6068 1.2181 1.2613 1.100 -1.017 -0.801 0.26
H 1.4869 2.1076 2.2039 -0.110 -0.305 0.442 0.26
H 3.2968 -2.7435 -0.1120 1.447 -1.329 -0.771 0.45
H 2.3467 -2.9168 1.3922 1.062 -0.197 -0.272 0.43
H 0.8483 -1.4273 1.8538 -0.301 0.595 0.371 0.44
H 0.0596 2.3401 -0.0278 1.435 -0.431 0.816 0.48
```
Positions in Å, forces in eV/Å.

Calculated values
charge = +2
gap between HOMO and LUMO = 10.5 eV
spin multiplicity = 1

---

Here is a molecular structure, C23H34BrN3PdSb2 from OMol25. Energies are from wB97M-V/def2-TZVPD.

```
64
Properties=species:S:1:pos:R:3:forces:R:3:nbo_charge:R:1
Pd 0.9606 0.1833 -0.6162 -0.633 0.240 0.622 0.30
C 0.4738 5.8920 -0.1927 -0.024 -0.018 -0.009 -0.64
C 1.2988 4.6691 -0.4663 0.002 -0.039 -0.007 -0.01
C 2.6593 4.7382 -0.7542 -0.020 -0.020 -0.008 -0.11
C 3.3844 3.5865 -1.0179 0.076 0.005 -0.022 -0.24
C 2.7040 2.3919 -0.9805 -0.003 -0.031 -0.003 0.16
Br 3.5601 0.7261 -1.3078 0.280 0.181 -0.117 0.14
N 1.4083 2.2877 -0.7109 0.006 -0.254 -0.141 -0.52
C 0.7225 3.4058 -0.4575 -0.067 0.053 0.034 0.05
H 1.1073 6.7532 0.0057 -0.006 0.005 0.012 0.25
H -0.1798 5.7412 0.6659 -0.002 0.016 0.002 0.24
H -0.1545 6.1305 -1.0524 0.007 0.012 0.000 0.25
H 3.1586 5.6986 -0.7735 0.001 0.004 0.004 0.25
H 4.4403 3.6153 -1.2450 -0.001 -0.001 0.007 0.26
H -0.3322 3.2800 -0.2393 0.007 0.016 0.003 0.20
C -2.8883 0.8794 -0.4912 0.107 0.008 -0.001 -0.98
Sb -1.2892 0.3313 -1.7824 0.046 -0.114 -0.347 1.29
C -1.2017 1.9100 -3.2061 -0.034 -0.069 0.005 -0.98
C -2.1986 -1.2996 -2.8516 0.107 0.188 0.033 -0.72
C -2.7090 -2.3537 -1.9165 -0.014 -0.142 0.136 -0.08
C -4.0420 -2.3043 -1.5106 0.039 0.015 -0.051 -0.19
C -4.5720 -3.2540 -0.6531 0.011 -0.026 0.022 -0.19
C -3.7657 -4.2824 -0.1897 -0.057 0.011 0.013 -0.18
C -2.4415 -4.3479 -0.5891 0.085 0.009 -0.003 -0.19
C -1.8925 -3.3951 -1.4448 -0.214 0.139 0.006 -0.06
C -0.4513 -3.5043 -1.8356 0.073 0.134 0.051 -0.74
Sb 0.8029 -2.3311 -0.5479 0.018 -0.353 -0.065 1.37
C 2.7176 -3.1198 -1.0550 -0.070 0.085 0.020 -0.97
C 0.3305 -3.0537 1.3865 0.011 0.078 -0.075 -0.98
H -3.1074 0.0612 0.1919 0.034 -0.011 -0.005 0.26
H -3.7696 1.0840 -1.0981 0.027 -0.017 -0.048 0.26
H -2.6393 1.7777 0.0718 0.041 -0.016 0.001 0.24
H -1.9489 1.7336 -3.9785 -0.016 0.003 0.022 0.26
H -0.2123 1.9349 -3.6570 -0.004 -0.013 0.013 0.25
H -1.4071 2.8625 -2.7213 0.005 -0.017 0.026 0.25
H -1.4875 -1.6713 -3.5876 0.016 0.036 0.010 0.25
H -3.0202 -0.8293 -3.3932 -0.004 -0.012 -0.013 0.26
H -4.6827 -1.5213 -1.9002 -0.007 0.003 0.005 0.22
H -5.6130 -3.2038 -0.3645 0.000 0.008 -0.003 0.24
H -4.1721 -5.0403 0.4660 0.010 -0.006 -0.003 0.24
H -1.8215 -5.1686 -0.2461 -0.002 -0.002 -0.002 0.22
H -0.2590 -3.2066 -2.8654 0.053 0.017 0.018 0.25
H -0.0871 -4.5250 -1.7164 0.021 -0.003 0.028 0.26
H 2.7453 -4.1758 -0.7897 -0.069 0.003 0.035 0.26
H 3.5120 -2.5983 -0.5290 0.005 0.003 -0.008 0.24
H 2.8661 -3.0196 -2.1289 -0.035 0.037 0.001 0.25
H 0.4754 -4.1320 1.4182 0.016 -0.003 -0.040 0.26
H -0.7089 -2.8184 1.6093 0.000 -0.001 -0.032 0.26
H 0.9773 -2.5655 2.1123 0.002 -0.003 -0.010 0.25
C -0.1398 1.4876 4.7873 -0.032 0.012 -0.023 -0.66
C 0.7331 0.8730 3.7505 0.028 -0.003 -0.053 0.21
C 1.9253 0.1929 3.8425 0.064 -0.026 0.011 -0.33
C 2.2991 -0.1242 2.5254 -0.118 0.104 0.080 0.18
N 1.3845 0.3281 1.6682 0.322 -0.231 -0.152 -0.40
N 0.4476 0.9329 2.4328 -0.082 0.005 0.035 -0.34
C 3.5313 -0.8344 2.0835 -0.030 0.037 0.017 -0.64
H 0.0577 1.0400 5.7578 0.007 -0.010 -0.003 0.26
H -1.1945 1.3413 4.5525 -0.004 0.013 0.022 0.23
H 0.0500 2.5586 4.8682 -0.007 0.001 0.001 0.25
H 2.4640 -0.0433 4.7444 -0.001 0.006 0.000 0.25
H -0.3676 1.3373 2.0074 -0.015 -0.015 -0.009 0.41
H 3.8233 -1.5835 2.8174 0.011 -0.008 -0.009 0.25
H 4.3604 -0.1344 1.9732 0.019 -0.020 -0.005 0.25
H 3.3756 -1.3244 1.1253 0.016 -0.005 -0.031 0.20
```
Positions in Å, forces in eV/Å.

Calculated values
charge = +2
gap between HOMO and LUMO = 7.0 eV
spin multiplicity = 1

---

Here is 5 unconnected molecules or ions with the total composition C3H14O4 from OMol25. Energies are from wB97M-V/def2-TZVPD.

```
21
Properties=species:S:1:pos:R:3:forces:R:3:nbo_charge:R:1
C -0.7692 -0.3701 -0.6333 1.667 -0.407 1.724 -0.13
O -1.8835 2.2714 -0.0197 0.747 0.246 -0.488 -1.01
C -0.7207 -0.9186 0.7032 -1.944 3.035 -1.074 -0.26
C -1.8611 -1.6986 -0.3557 0.071 -2.062 -1.144 -0.70
H 0.1299 -0.5674 -1.2356 -0.443 -0.190 0.068 0.29
H -1.5211 0.2770 -1.0708 0.580 0.595 0.906 0.28
H -0.9001 2.2600 0.2332 -0.559 -0.314 0.155 0.51
H 0.1462 -1.3645 1.1579 0.564 -1.039 -0.970 0.31
H -1.3222 -0.5167 1.5088 -0.422 0.432 -0.421 0.25
H -2.7688 -1.1728 -0.8626 1.580 -1.405 1.547 0.30
H -1.2425 -2.3423 -1.0049 -0.887 0.212 -0.654 0.28
H -2.1071 -2.5270 0.3472 -0.093 1.030 0.110 0.34
H 3.0225 1.0080 -1.1987 -0.681 0.121 0.434 0.46
H 1.4260 1.4024 0.0914 -0.023 0.620 0.121 0.52
O 2.2079 0.7357 -0.7451 0.226 -0.747 -0.181 -1.22
H 2.5016 -0.6621 0.1756 -0.160 -0.458 0.531 0.52
H 3.3918 -1.6219 1.0519 0.019 -0.027 0.061 0.46
O 2.4772 -1.4777 0.8016 -0.174 0.703 -0.725 -1.04
H -1.8527 2.7198 -0.8781 -0.241 0.015 0.301 0.46
H 1.0141 2.7130 1.1770 -0.901 -2.539 -1.230 0.47
O 0.6320 1.8526 0.7568 1.073 2.180 0.928 -1.09
```
Positions in Å, forces in eV/Å.

Calculated values
gap between HOMO and LUMO = 8.3 eV
spin multiplicity = 1

---

The records above give, respectively, strongest force on any atom values of 0.0171; 0.1250; 0.0179; 0.0731 hartree/bohr.
The records above give, respectively, ΔE to the lowest compared entry with this formula, charge and spin values of 10.7; 54.5; 0.0; 120.6 kcal per mole.